Record 1
# C17H16F2NS

2 unconnected molecules or ions with the total composition C17H16F2NS at a distorted geometry (ωB97M-V/def2-TZVPD, the OMol25 dataset).

```
! wB97M-V def2-TZVPD RIJCOSX def2/J DEFGRID3
* xyz 1 1
C -2.1934 0.1475 2.4152
C -0.7237 -0.1128 2.4240
N -0.1245 -1.2361 2.4498
C 1.3538 -1.1793 2.4104
C 1.8048 0.2803 2.3938
S 0.3054 1.3240 2.3800
H -2.7336 -0.7994 2.4278
H -2.4687 0.7235 3.3062
H -2.4617 0.7086 1.5129
H 1.7897 -1.6921 3.2806
H 1.7345 -1.6921 1.5137
H 2.3734 0.5502 3.2915
H 2.3822 0.5297 1.4959
F 3.3460 -6.3821 1.6418
C 2.1400 -5.7837 1.9009
C 1.2974 -5.4923 0.8270
C 0.1330 -4.7936 1.0956
C -0.2212 -4.3821 2.4198
C -1.3408 -3.5114 2.5477
C -2.2397 -3.3440 3.6427
C -3.5973 -3.0075 3.3293
C -4.5168 -2.6513 4.3011
C -4.0875 -2.6597 5.6282
F -4.9588 -2.2377 6.5991
C -2.8046 -3.0465 6.0079
C -1.8847 -3.3794 5.0178
C 0.6217 -4.8152 3.4800
C 1.8219 -5.4700 3.2207
H 1.5612 -5.7906 -0.1864
H -0.5436 -4.5292 0.2809
H -1.6712 -3.0598 1.6127
H -3.9004 -3.0243 2.2790
H -5.5338 -2.3605 4.0439
H -2.5239 -3.0688 7.0589
H -0.8642 -3.6111 5.3042
H 0.3518 -4.6035 4.5080
H 2.5013 -5.7308 4.0296
*
```

Results
* frontier orbital gap: 6.20 eV
* HOMO level: -11.7 eV
* ΔE to the lowest compared entry with this formula, charge and spin: 0.00 kJ/mol
* molecular weight: 304.38 g/mol

***

Record 2
# H38O19

19 unconnected molecules or ions with the total composition H38O19 at a distorted geometry (ωB97M-V/def2-TZVPD, the OMol25 dataset).

```
! wB97M-V def2-TZVPD RIJCOSX def2/J DEFGRID3
* xyz 0 1
O -3.3137 0.2669 1.3693
H -3.2399 -0.7061 1.5111
H -2.3869 0.5748 1.2378
O -2.2219 0.0394 -1.0026
H -2.8375 0.0947 -1.7415
H -2.7879 0.2224 -0.1438
O -2.4997 -2.4143 1.3592
H -2.7022 -2.7731 0.4636
H -1.6915 -1.8950 1.3519
O -1.2976 -1.0557 -3.6826
H -0.6936 -1.4265 -3.0238
H -0.9798 -0.1759 -3.9083
O -0.6489 3.8874 2.1788
H -0.2117 3.6846 3.0044
H -0.8027 4.8133 1.9918
O 3.6480 0.9978 0.3341
H 4.4101 1.4827 -0.0272
H 3.1289 1.0019 -0.5182
O 1.9879 -0.1024 -1.9964
H 1.0617 0.2510 -2.1418
H 1.5735 -0.8865 -1.5822
O -2.2398 3.6165 -1.2671
H -2.2014 2.7371 -0.8650
H -1.7615 3.4432 -2.0882
O -0.7852 1.1400 0.8166
H -0.7077 1.6993 1.6012
H -0.2715 0.3763 1.1523
O 2.5526 3.4929 0.9466
H 1.7228 3.5873 0.4520
H 2.1481 2.8279 1.5813
O -2.7520 -3.3698 -1.1110
H -2.4350 -4.2472 -1.3757
H -3.3533 -3.1575 -1.8583
O 0.2994 -0.3375 4.2105
H 1.1261 -0.8195 4.2622
H 0.0750 0.2022 4.9700
O -0.3414 1.2967 -2.5060
H -0.8671 1.1927 -1.6850
H 0.5769 1.6617 -2.4984
O 1.6839 1.4182 2.2949
H 2.4459 0.8664 2.0735
H 1.8038 1.8157 3.1615
O 1.0818 -1.8647 1.1662
H 0.9548 -1.9910 0.1996
H 1.8913 -2.3451 1.3789
O 2.0506 -3.1315 -2.1087
H 2.8927 -3.2355 -2.6107
H 2.4015 -3.6431 -1.3581
O 0.0485 -1.8846 -1.2310
H -0.4952 -2.6819 -1.0648
H -0.6153 -1.2456 -0.8924
O -0.3129 -3.0814 2.9808
H -1.2185 -3.4019 2.8550
H 0.1603 -3.8319 2.5962
O 2.0177 2.5548 -2.9068
H 2.4668 2.7017 -3.7456
H 2.4630 1.7580 -2.5600
*
```

Results
* frontier orbital gap: 9.47 eV
* HOMO level: -9.7 eV
* ΔE to the lowest compared entry with this formula, charge and spin: 380.48 kJ/mol
* molecular weight: 342.29 g/mol

***

Record 3
# C39H34BN11Zr

A molecular structure, C39H34BN11Zr at a distorted geometry (ωB97M-V/def2-TZVPD, the OMol25 dataset).

```
! wB97M-V def2-TZVPD RIJCOSX def2/J DEFGRID3
* xyz 3 2
Zr 0.6236 -0.2664 0.1809
C 0.1274 0.2477 4.6911
C 0.7137 -0.3806 3.5953
N 0.2218 0.0994 2.4468
N -0.6890 1.0479 2.8004
C -0.7614 1.1434 4.1401
B -1.4917 1.7960 1.7530
N -0.4861 2.4615 0.7788
C -0.5758 3.6698 0.1789
C 0.6295 3.9488 -0.4273
C 1.4299 2.8418 -0.1476
N 0.7583 1.9561 0.5869
N -2.3226 -0.2353 0.1497
C -3.4118 -0.8122 -0.6288
C -3.4436 -2.1421 -0.4029
C -2.3930 -2.4179 0.5252
N -1.7094 -1.3497 0.8402
N -2.4389 2.9087 2.2375
C -2.4697 3.9570 3.0671
C -3.6678 4.6315 2.8851
C -4.3510 3.9366 1.8973
N -3.5842 2.9123 1.5336
H 0.3317 0.0778 5.7281
H 1.4771 -1.1378 3.6273
H -1.4310 1.8191 4.6309
H -1.4649 4.2692 0.1974
H 0.8962 4.8290 -0.9723
H 2.4574 2.6709 -0.4241
H -3.9486 -0.1935 -1.3185
H -4.1133 -2.8550 -0.8478
H -2.1080 -3.3744 0.9261
H -1.6661 4.1899 3.7377
H -4.0044 5.5073 3.4008
H -5.3171 4.1150 1.4668
C 3.4824 -0.6896 1.7165
C 3.7798 -0.6924 0.2508
C 5.0168 -1.1004 -0.2451
C 5.2301 -1.0960 -1.6130
C 4.2228 -0.6278 -2.4476
C 3.0167 -0.2205 -1.8906
N 2.7901 -0.2874 -0.5551
C 1.9125 0.3553 -2.6813
C 1.9812 0.6996 -4.0291
C 0.8785 1.3204 -4.6149
C -0.2594 1.5660 -3.8673
C -0.2872 1.1325 -2.5362
N 0.7975 0.5590 -1.9655
C -1.4362 1.1491 -1.6426
C -2.4771 2.1088 -1.7313
C -3.4349 2.4151 -0.8232
C -3.7087 1.8472 0.5444
C -2.7256 0.8164 1.1424
C -3.4445 0.1131 2.3045
N -1.2786 0.1893 -0.6963
H 4.4003 -0.5684 2.2907
H 3.0458 -1.6565 1.9898
H 2.7959 0.1328 1.9617
H 5.7921 -1.4155 0.4345
H 6.1670 -1.4358 -2.0272
H 4.3765 -0.5883 -3.5124
H 2.8629 0.5066 -4.6168
H 0.9109 1.5974 -5.6569
H -1.1211 2.0333 -4.3152
H -2.4646 2.7176 -2.6236
H -4.1141 3.2155 -1.0768
H -4.7427 1.4725 0.5744
H -4.2733 -0.4917 1.9425
H -3.8540 0.8407 3.0002
H -2.7645 -0.5299 2.8570
C 2.0732 -4.2093 -3.4370
C 1.2405 -3.0789 -3.4442
C 0.8188 -2.5216 -2.2649
C 1.2215 -3.0588 -1.0166
C 0.8412 -2.4484 0.2173
C 1.0386 -3.1716 1.3793
C 1.7001 -4.4174 1.3774
C 2.2031 -4.9274 0.2109
C 1.9709 -4.2729 -1.0185
C 2.4070 -4.8052 -2.2518
H 2.4014 -4.6322 -4.3731
H 0.9126 -2.6723 -4.3883
H 0.0795 -1.7152 -2.2622
H 0.6469 -2.8029 2.3264
H 1.8203 -4.9544 2.3065
H 2.7393 -5.8643 0.2095
H 2.9969 -5.7089 -2.2430
*
```

Results
* frontier orbital gap (spin up / spin down): 5.92 / 5.67 eV
* HOMO level (spin up / spin down): -14.9 / -15.0 eV
* ΔE to the lowest compared entry with this formula, charge and spin: 400.26 kJ/mol
* molecular weight: 758.81 g/mol
* ⟨S²⟩: 0.779

***

Record 4
# C4H9F2N

2 unconnected molecules or ions with the total composition C4H9F2N at a distorted geometry (ωB97M-V/def2-TZVPD, the OMol25 dataset).

```
! wB97M-V def2-TZVPD RIJCOSX def2/J DEFGRID3
* xyz 0 1
C 0.6122 -0.9906 -1.6410
C 0.7033 0.3863 2.0030
C 0.2904 -0.7555 -0.1820
C -1.7819 0.7965 -0.6463
N 1.0348 -0.0817 0.6893
F -2.8577 0.3867 0.0775
F -1.4674 2.0168 -0.0234
H 1.3115 -0.2865 -2.1297
H -0.3375 -0.9802 -2.2904
H 1.1650 -1.9062 -1.6928
H 1.6193 0.8185 2.4428
H -0.0888 1.1455 2.0130
H 0.3891 -0.5316 2.6892
H -0.3748 -1.4668 0.1103
H -2.0331 1.0303 -1.6620
H 1.8157 0.4186 0.2424
*
```

Results
* frontier orbital gap (spin up / spin down): 7.75 / 7.47 eV
* HOMO level (spin up / spin down): -6.9 / -6.6 eV
* ΔE to the lowest compared entry with this formula, charge and spin: 345.22 kJ/mol
* molecular weight: 109.12 g/mol

***

Record 5
# C5H11N3O

A molecular structure, C5H11N3O at a distorted geometry (ωB97M-V/def2-TZVPD, the OMol25 dataset).

```
! wB97M-V def2-TZVPD RIJCOSX def2/J DEFGRID3
* xyz 0 1
C -0.9858 -0.4932 0.8504
C -2.1188 -0.5566 -0.1422
C 1.4656 -0.2423 -0.4773
C 1.0204 -0.8211 0.7162
N -1.0050 0.7023 1.6104
N 0.6384 1.2237 -2.2226
C 0.5199 0.1214 -1.4111
O 2.7762 0.2607 -0.5795
N 1.5540 -1.2131 1.7960
H 3.1320 0.2655 0.3257
H -1.0239 -1.3562 1.5122
H -0.8978 1.5446 1.0539
H -0.9134 0.5583 2.6088
H 1.5718 -0.5529 2.5809
H 0.2615 1.1414 -3.1566
H 1.5359 1.6925 -2.1706
H -0.2646 -0.5486 -1.7126
H -3.0782 -0.6392 0.3831
H -2.1685 0.3393 -0.7693
H -2.0195 -1.4264 -0.7955
*
```

Results
* frontier orbital gap: 6.89 eV
* HOMO level: -6.6 eV
* ΔE to the lowest compared entry with this formula, charge and spin: 482.96 kJ/mol
* molecular weight: 129.16 g/mol

***

Record 6
# C20H29BrF8O7P2

2 unconnected molecules or ions with the total composition C20H29BrF8O7P2 at a distorted geometry (ωB97M-V/def2-TZVPD, the OMol25 dataset).

```
! wB97M-V def2-TZVPD RIJCOSX def2/J DEFGRID3
* xyz 0 1
C 4.3426 0.7924 -2.5055
C 3.2424 0.7268 -2.0110
C 1.8431 0.7338 -1.3398
C 2.2260 1.1205 0.1640
O 2.0594 2.1147 0.7787
O 2.8810 -0.0931 0.5689
C 2.2638 -1.2656 -0.0535
C 3.3986 -2.2025 -0.6956
C 4.7179 -2.2609 0.1931
C 5.4596 -3.6631 0.1274
C 4.5692 -4.9055 0.5524
O 4.3352 -5.7339 -0.6311
P 1.7758 -2.3665 1.4492
P 1.5556 -1.1858 3.2617
O 1.2657 0.2655 3.0732
O 2.8738 -1.4617 4.2451
O 0.2360 -1.8546 4.0918
C 1.1388 -0.6628 -0.9831
C 0.8245 -1.2519 -2.4163
C 0.7766 -2.8378 -2.5404
C -0.2075 -0.4359 -0.1778
Br -1.2011 1.2224 -0.7226
C -1.2854 -1.6038 -0.3211
C -2.1525 -1.5665 1.0338
H 5.1875 0.9731 -3.2104
H 1.2894 1.4729 -1.9700
H 2.9373 -3.2288 -0.7777
H 3.6978 -1.8764 -1.7277
H 5.4311 -1.5127 -0.2759
H 4.5524 -1.9457 1.2653
H 6.3405 -3.6233 0.8449
H 5.9160 -3.8556 -0.8910
H 5.0069 -5.5449 1.3596
H 3.5423 -4.5171 0.8401
H 3.9191 -5.1506 -1.2946
H 0.4656 -2.9346 1.2475
H 3.3068 -0.5969 4.3966
H 0.0140 -2.7078 3.6574
H -0.2133 -0.8823 -2.6917
H 1.4948 -0.8755 -3.2412
H 1.5341 -3.2653 -3.2610
H -0.2715 -3.1477 -2.8434
H 0.9485 -3.3266 -1.5352
H -0.0543 -0.2946 0.9380
H -1.9911 -1.3334 -1.1507
H -0.8449 -2.6324 -0.3933
H -3.0212 -2.2746 0.9864
H -2.5245 -0.5077 1.1975
H -1.4385 -1.7702 1.8792
C -4.9083 5.9119 0.8246
C -6.3436 5.3571 0.9174
C -6.4836 3.9404 1.4750
F -5.8275 3.0240 0.7387
F -7.7889 3.5685 1.4809
F -6.9353 5.4639 -0.2950
F -7.0351 6.1932 1.7461
O -4.2484 5.8161 -0.4401
C -3.6137 4.6052 -0.7490
C -4.2722 3.8781 -1.9258
F -5.5815 3.6431 -1.7027
F -3.6837 2.6738 -2.1274
F -3.5298 3.8418 0.3572
F -2.3429 4.9210 -1.0831
H -4.9921 6.9876 0.9928
H -4.2743 5.5538 1.6387
H -6.1171 3.8883 2.5039
H -4.1860 4.4664 -2.8424
*
```

Results
* frontier orbital gap: 9.51 eV
* HOMO level: -9.3 eV
* ΔE to the lowest compared entry with this formula, charge and spin: 194.75 kJ/mol
* molecular weight: 675.28 g/mol
* SMILES: C#C[C@@H]1C(=O)O[C@@](CCCCO)(PP(=O)(O)O)[C@@]1(CC)[C@@H](Br)CC.FC(F)C(F)(F)COC(F)(F)C(F)F

***

Record 7
# Cl3OPS2

A single Cl3OPS2 molecule at a distorted geometry (ωB97M-V/def2-TZVPD, the OMol25 dataset).

```
! wB97M-V def2-TZVPD RIJCOSX def2/J DEFGRID3
* xyz 0 1
O -0.9318 0.1453 -0.5721
P 0.0144 -0.7354 0.5363
S 1.7290 -1.4058 -0.1743
S -0.6573 1.7694 -0.9103
Cl 0.1673 0.6258 2.0623
Cl -1.2959 -2.0744 0.9922
Cl 0.9745 1.6753 -1.9341
*
```

Results
* frontier orbital gap: 9.18 eV
* HOMO level: -9.3 eV
* ΔE to the lowest compared entry with this formula, charge and spin: 0.00 kJ/mol
* molecular weight: 217.47 g/mol
* SMILES: S=P(Cl)(Cl)OSCl